[1]
{
  "formula": "C28H49CdN13Se",
  "method": "wB97M-V/def2-TZVPD",
  "symbols": ["Cd", "C", "N", "C", "C", "N", "C", "C", "C", "C", "C", "C", "C", "C", "C", "N", "C", "N", "C", "C", "N", "C", "C", "C", "N", "C", "C", "H", "H", "H", "H", "H", "H", "H", "H", "H", "H", "H", "H", "H", "H", "H", "H", "H", "H", "H", "H", "H", "H", "H", "H", "H", "H", "H", "H", "H", "H", "C", "C", "C", "C", "N", "C", "N", "N", "N", "H", "H", "H", "H", "H", "H", "H", "H", "H", "H", "N", "C", "C", "N", "H", "H", "H", "H", "H", "H", "H", "H", "H", "Se", "C", "N"],
  "positions_angstrom": [[-0.797, -0.876, -0.552], [3.624, -2.215, 0.832], [3.350, -2.274, -0.592], [4.478, -2.701, -1.416], [2.193, -1.811, -1.115], [1.425, -0.906, -0.525], [2.008, 0.176, 0.204], [3.124, 0.775, -0.330], [3.743, 1.891, 0.259], [3.195, 2.445, 1.372], [2.008, 1.911, 1.934], [1.456, 2.575, 3.059], [0.306, 2.134, 3.632], [-0.321, 0.986, 3.116], [0.194, 0.275, 2.064], [-0.537, -0.881, 1.629], [-0.944, -1.776, 2.515], [-0.276, -2.083, 3.649], [1.147, -1.841, 3.821], [-0.968, -2.489, 4.870], [-2.073, -2.485, 2.264], [-2.182, -3.917, 2.537], [-3.221, -1.884, 1.617], [1.387, 0.744, 1.386], [1.799, -2.352, -2.299], [1.806, -3.805, -2.516], [0.938, -1.604, -3.201], [4.146, -3.125, 1.127], [2.686, -2.163, 1.371], [4.237, -1.350, 1.096], [5.365, -2.141, -1.114], [4.277, -2.502, -2.464], [4.688, -3.764, -1.286], [3.540, 0.364, -1.244], [4.640, 2.308, -0.184], [3.643, 3.312, 1.841], [1.965, 3.452, 3.439], [-0.130, 2.655, 4.475], [-1.243, 0.636, 3.569], [1.622, -1.723, 2.857], [1.588, -2.698, 4.331], [1.333, -0.941, 4.412], [-2.043, -2.378, 4.755], [-0.639, -1.843, 5.686], [-0.742, -3.522, 5.138], [-2.965, -4.124, 3.270], [-1.236, -4.295, 2.914], [-2.413, -4.443, 1.610], [-3.030, -0.825, 1.456], [-4.099, -1.986, 2.261], [-3.432, -2.371, 0.660], [2.619, -4.281, -1.980], [1.933, -4.008, -3.579], [0.863, -4.247, -2.187], [0.961, -0.552, -2.932], [-0.095, -1.963, -3.171], [1.309, -1.712, -4.222], [2.434, 4.212, -2.192], [1.413, 5.161, -1.568], [1.540, 5.192, -0.046], [-0.023, 4.857, -1.984], [-0.443, 3.488, -1.614], [-0.115, 2.316, -2.140], [-0.710, 1.370, -1.455], [-1.472, 2.012, -0.514], [-1.320, 3.279, -0.615], [3.442, 4.601, -2.049], [2.285, 4.091, -3.270], [2.404, 3.226, -1.714], [1.596, 6.165, -1.960], [1.270, 4.222, 0.389], [0.894, 5.955, 0.395], [2.567, 5.410, 0.252], [-0.177, 4.976, -3.055], [-0.712, 5.512, -1.458], [0.578, 2.182, -2.956], [-6.512, 0.767, -1.966], [-5.452, 0.396, -2.982], [-4.056, 0.662, -2.441], [-3.609, -0.165, -1.338], [-7.452, 0.563, -2.307], [-6.476, 1.762, -1.737], [-6.380, 0.242, -1.100], [-5.663, 0.978, -3.877], [-5.600, -0.660, -3.198], [-3.956, 1.716, -2.159], [-3.387, 0.507, -3.289], [-3.571, -1.158, -1.547], [-4.068, 0.002, -0.454], [-1.823, -5.435, -1.312], [-1.828, -3.681, -1.400], [-1.833, -2.503, -1.460]],
  "atomic_forces_ev_per_a": [[0.1, 0.0, -0.2], [0.0, 0.0, -0.1], [0.2, -0.1, 0.0], [-0.1, 0.0, 0.1], [-0.2, -0.1, 0.0], [0.3, 0.3, 0.2], [-0.3, -0.1, 0.0], [0.1, 0.0, 0.0], [0.0, -0.1, 0.0], [0.0, 0.0, 0.0], [0.0, -0.1, 0.0], [0.0, 0.0, 0.0], [-0.1, 0.0, 0.0], [0.0, 0.0, 0.1], [0.1, -0.2, -0.3], [0.2, 0.5, 0.2], [0.1, 0.0, -0.2], [0.0, 0.0, 0.1], [-0.1, 0.0, 0.0], [0.0, 0.0, 0.0], [-0.1, -0.1, 0.0], [0.0, 0.1, 0.1], [0.0, -0.1, 0.0], [0.0, 0.0, 0.0], [-0.1, -0.1, 0.0], [0.1, 0.2, -0.1], [0.0, -0.1, 0.0], [0.0, 0.0, 0.0], [0.0, 0.0, 0.0], [0.0, 0.0, 0.0], [0.0, 0.0, 0.0], [0.0, 0.0, 0.0], [0.0, 0.0, 0.0], [0.0, 0.0, 0.0], [0.0, 0.0, 0.0], [0.0, 0.0, 0.0], [0.0, 0.0, 0.0], [0.0, 0.0, 0.0], [0.0, 0.0, 0.0], [0.0, 0.0, 0.0], [0.0, 0.0, 0.0], [0.0, 0.0, 0.0], [0.0, 0.0, 0.0], [0.0, 0.0, 0.0], [0.0, 0.0, 0.0], [0.0, 0.0, 0.0], [0.0, 0.0, 0.0], [0.0, 0.0, 0.0], [0.0, 0.1, 0.0], [0.0, 0.0, 0.0], [0.0, 0.0, 0.0], [0.0, 0.0, 0.1], [0.0, 0.0, 0.0], [0.0, 0.0, 0.0], [0.0, 0.0, 0.0], [0.0, 0.0, 0.0], [0.0, 0.0, 0.0], [0.0, -0.1, 0.0], [0.1, 0.0, 0.1], [0.0, -0.1, 0.0], [-0.1, -0.3, 0.1], [-0.4, 0.6, -0.1], [0.6, -0.3, 0.1], [-0.8, 0.0, 0.5], [0.3, 0.2, -0.3], [0.3, -0.4, -0.1], [0.0, 0.0, 0.0], [0.0, 0.0, 0.1], [0.0, 0.1, -0.1], [0.0, 0.0, 0.0], [0.0, 0.1, 0.0], [0.0, 0.0, 0.0], [0.0, 0.0, 0.0], [0.0, -0.1, -0.1], [-0.1, 0.0, 0.0], [-0.1, 0.0, 0.0], [0.0, 0.0, 0.0], [-0.1, -0.1, 0.0], [0.2, 0.0, 0.1], [-0.3, -0.1, -0.1], [-0.1, 0.0, 0.0], [0.0, 0.1, 0.0], [0.0, 0.0, 0.0], [0.0, 0.0, 0.0], [0.0, 0.0, 0.0], [0.0, 0.0, 0.0], [0.1, 0.0, 0.0], [0.0, 0.0, 0.0], [0.0, 0.1, 0.0], [0.0, 0.1, 0.0], [0.0, -0.2, 0.1], [-0.1, 0.0, -0.1]],
  "mulliken_charge": [2.27, -0.86, 0.31, -1.33, -0.43, 0.94, 0.59, -0.66, -1.25, -0.68, 1.45, -1.02, -1.17, -0.21, -0.78, 0.98, -0.51, 0.35, -0.44, -1.23, 0.38, -0.94, -1.13, -0.60, 0.12, -0.55, -1.30, 0.48, -0.18, 0.26, 0.38, 0.41, 0.43, 0.63, 0.48, 0.50, 0.46, 0.43, 0.57, -0.12, 0.48, 0.28, 0.39, 0.39, 0.38, 0.33, 0.33, 0.22, 0.08, 0.41, 0.31, 0.31, 0.33, -0.05, 0.19, 0.34, 0.44, -1.26, 0.94, -1.20, -1.24, 0.72, -0.70, -0.14, 0.10, -0.93, 0.44, 0.37, 0.02, 0.30, 0.02, 0.44, 0.41, 0.43, 0.39, 0.58, -0.27, -0.73, -0.85, -0.21, 0.37, 0.36, 0.31, 0.42, 0.39, 0.47, 0.37, 0.15, 0.14, -0.17, -0.03, -0.62],
  "charge": 2,
  "lumo_ev": -5.34
}



[2]
{
  "formula": "C28H49ClMgN7O4",
  "method": "wB97M-V/def2-TZVPD",
  "symbols": ["Mg", "Cl", "O", "O", "O", "O", "C", "C", "C", "C", "N", "H", "H", "H", "H", "H", "H", "H", "C", "C", "C", "C", "N", "H", "H", "H", "H", "H", "H", "H", "C", "C", "C", "C", "N", "H", "H", "H", "H", "H", "H", "H", "C", "C", "C", "C", "N", "H", "H", "H", "H", "H", "H", "H", "C", "C", "C", "C", "N", "H", "H", "H", "H", "H", "H", "H", "C", "C", "C", "C", "N", "H", "H", "H", "H", "H", "H", "H", "C", "C", "C", "C", "N", "H", "H", "H", "H", "H", "H", "H"],
  "positions_angstrom": [[1.657, 3.923, 0.723], [0.828, 0.537, 0.984], [0.870, -0.255, 2.161], [1.886, 0.315, 0.092], [-0.373, 0.347, 0.241], [0.953, 1.935, 1.364], [0.933, -3.607, -2.161], [0.253, -2.750, -1.142], [-1.252, -2.857, -1.057], [-2.069, -2.345, -2.159], [-2.722, -1.958, -3.015], [0.789, -3.151, -3.141], [0.398, -4.550, -2.276], [2.003, -3.772, -2.037], [0.483, -1.717, -1.404], [0.745, -2.998, -0.201], [-1.546, -2.308, -0.163], [-1.558, -3.902, -1.012], [-0.485, 1.295, 6.011], [0.043, 2.484, 5.229], [-0.805, 3.808, 5.368], [-0.898, 4.360, 6.729], [-0.974, 4.798, 7.801], [-1.331, 0.879, 5.465], [-0.805, 1.569, 7.017], [0.271, 0.513, 6.082], [0.165, 2.182, 4.188], [1.049, 2.731, 5.569], [-1.831, 3.664, 5.030], [-0.380, 4.616, 4.772], [0.137, 0.923, -3.744], [-0.336, 2.284, -4.240], [0.711, 3.398, -3.947], [0.938, 3.507, -2.499], [1.121, 3.625, -1.326], [0.130, 0.833, -2.658], [1.077, 0.626, -4.210], [-0.541, 0.130, -4.061], [-1.294, 2.485, -3.761], [-0.635, 2.226, -5.286], [0.395, 4.364, -4.341], [1.627, 3.114, -4.466], [-5.206, -0.075, 2.422], [-3.871, -0.821, 2.188], [-2.672, -0.164, 2.928], [-2.451, 1.301, 2.631], [-2.292, 2.437, 2.431], [-6.077, -0.469, 1.898], [-5.124, 0.957, 2.082], [-5.545, -0.079, 3.459], [-3.702, -0.782, 1.112], [-3.909, -1.881, 2.439], [-1.795, -0.766, 2.692], [-2.815, -0.224, 4.007], [4.918, 1.185, -3.456], [4.289, 0.595, -2.185], [4.097, -0.948, -2.221], [3.309, -1.380, -3.372], [2.720, -1.765, -4.259], [4.905, 2.274, -3.493], [4.343, 0.859, -4.323], [5.970, 0.902, -3.478], [3.330, 1.071, -1.978], [4.900, 0.866, -1.324], [3.658, -1.383, -1.323], [5.032, -1.495, -2.344], [-4.350, 2.609, -3.368], [-3.672, 2.557, -1.970], [-3.514, 1.125, -1.408], [-4.798, 0.541, -1.068], [-5.832, 0.103, -0.811], [-5.405, 2.337, -3.355], [-3.903, 1.929, -4.094], [-4.367, 3.662, -3.650], [-4.212, 3.199, -1.274], [-2.666, 2.961, -2.080], [-2.919, 1.139, -0.495], [-2.930, 0.491, -2.076], [3.099, -3.136, 1.413], [3.121, -4.576, 0.884], [3.689, -5.570, 1.919], [5.113, -5.458, 2.217], [6.211, -5.411, 2.438], [2.431, -3.152, 2.274], [2.743, -2.423, 0.668], [4.082, -2.786, 1.728], [3.637, -4.693, -0.068], [2.100, -4.865, 0.635], [3.510, -6.597, 1.601], [3.189, -5.499, 2.885]],
  "atomic_forces_ev_per_a": [[-1.5, -3.1, -0.9], [-1.0, -2.4, -1.3], [0.0, 0.4, 0.0], [2.3, -0.6, -0.7], [-0.9, 0.4, 0.6], [0.4, 4.7, 1.1], [-0.8, -0.5, -1.7], [1.0, 0.6, -0.2], [-0.4, -0.4, 0.3], [0.9, 0.1, 0.2], [-0.3, 0.3, -0.4], [0.3, 0.0, -0.2], [0.3, -0.4, 0.3], [-0.1, 0.0, 0.3], [0.2, 0.2, 0.4], [-0.6, 0.3, 0.5], [-0.3, -0.2, 0.1], [0.0, -0.1, 0.6], [-0.2, 0.1, -0.2], [0.2, 0.9, 0.5], [0.1, -0.6, -0.1], [0.1, 0.1, 1.4], [0.1, -0.6, -1.5], [-0.2, -0.1, 0.2], [0.0, 0.0, 0.0], [0.0, 0.0, 0.0], [-0.3, 0.3, -0.2], [0.1, 0.0, 0.2], [0.0, -0.1, -0.2], [0.1, -0.1, -0.2], [-0.3, -0.5, -0.5], [-0.7, -0.6, 0.6], [-0.8, -0.7, -0.2], [0.9, 0.6, 4.0], [-0.3, 0.1, -3.7], [0.5, 0.2, 0.1], [0.3, 0.1, 0.4], [-0.3, 0.1, -0.1], [0.1, 0.4, 0.3], [0.7, 0.3, -0.2], [0.0, 0.2, 0.2], [0.3, 0.1, 0.3], [-0.1, -0.2, 0.3], [-0.7, 1.1, -0.2], [-0.4, 0.3, -0.3], [0.1, 0.3, -0.3], [-0.1, -1.8, 0.3], [0.4, -0.3, -0.4], [0.1, 0.1, 0.1], [0.4, 0.1, 0.3], [0.3, 0.0, -0.1], [0.0, 0.1, 0.3], [0.3, 0.5, 0.0], [-0.1, 0.0, 0.1], [-0.2, -0.2, 0.4], [0.0, 0.1, 0.2], [0.3, 0.2, -0.4], [0.9, 0.7, 1.7], [-1.2, -0.5, -1.8], [-0.1, 0.1, 0.3], [0.4, -0.2, -0.2], [-0.1, -0.2, -0.5], [-0.3, -0.2, -0.1], [0.2, -0.2, 0.1], [-0.2, 0.4, 0.1], [0.4, 0.3, 0.1], [-0.3, 0.2, 1.0], [-0.2, -0.7, -0.9], [0.4, 0.7, 0.3], [-0.7, -0.5, -0.2], [0.4, 0.2, -0.1], [0.0, -0.2, 0.4], [0.3, 0.3, -0.1], [0.3, -0.1, -0.6], [0.0, -0.1, 0.1], [0.1, 0.1, 0.1], [0.0, 0.2, 0.2], [-0.4, -0.1, -0.3], [0.2, -0.5, -0.1], [0.2, 0.1, 0.1], [-0.4, -0.3, 0.0], [-3.3, 0.0, -1.0], [3.5, 0.3, 0.7], [0.0, 0.5, 0.0], [-0.2, 0.0, 0.0], [0.1, -0.1, 0.1], [0.4, 0.2, 0.1], [-0.1, -0.2, 0.3], [0.0, 0.0, -0.2], [-0.3, 0.2, 0.0]],
  "mulliken_charge": [1.32, 1.20, -0.60, -0.64, -0.43, -0.27, -1.67, 1.17, -0.15, 0.20, -0.57, 0.43, 0.46, 0.25, -0.49, -0.08, -0.12, 0.56, -0.86, 0.16, -0.20, 0.02, -0.40, -0.03, 0.41, 0.33, -0.30, 0.41, 0.19, 0.30, -0.75, -0.26, -0.55, 0.42, -0.41, 0.00, 0.32, 0.41, -0.11, 0.44, 0.42, 0.32, -1.51, -0.02, -0.12, 0.27, -0.61, 0.39, 0.34, 0.37, -0.23, 0.47, 0.15, 0.49, -1.42, 0.09, 0.45, 0.19, -0.53, 0.39, 0.37, 0.35, -0.19, 0.46, -0.47, 0.40, -1.35, -0.68, 1.41, 0.08, -0.56, 0.46, 0.31, 0.37, 0.47, 0.26, -0.59, -0.19, -0.67, -0.23, -0.69, 0.18, -0.39, 0.34, -0.27, 0.51, 0.35, 0.22, 0.37, 0.32],
  "charge": 1,
  "lumo_ev": -7.91
}



> Which value of charge does entry 1 give?

+2



> The highest charge belongs to which entry?

C28H49CdN13Se



> What is the formula in the second record?

C28H49ClMgN7O4



> Which of these has the highest charge?

C28H49CdN13Se